1.
Formula: C3H4N2O3
Source: the OMol25 dataset
Level of theory: ωB97M-V/def2-TZVPD

Computed properties:
- Max |F|: 7.162 eV/A
- Orbital gap: 9.382 eV
- LUMO level: -0.408 eV
- Energy above the lowest of the compared OMol25 structures with the same formula, charge and spin: 146.3 kcal per mole

Structure (XYZ):
```
12
C3H4N2O3 | the OMol25 dataset | ωB97M-V/def2-TZVPD
C 2.3271 -0.9292 0.1628
C 0.5760 0.5923 -0.0585
C -1.2801 -0.2053 -0.0151
H 1.4191 -1.2285 1.0573
H 2.5459 -1.6945 -0.8936
H 3.4429 -0.9981 0.7383
H -1.9865 -2.0190 0.5188
N -0.1210 1.6212 0.1202
N -1.5003 1.0284 0.1455
O 1.8843 0.4495 -0.3345
O -2.3577 -1.0718 -0.1988
O -0.0029 -0.5469 0.0563
```

Listed below, in e, are the Löwdin charges computed for each atom:
1. C -0.050
2. C -0.582
3. C -0.517
4. H 0.172
5. H 0.159
6. H 0.121
7. H 0.289
8. N 0.174
9. N 0.161
10. O -0.040
11. O 0.021
12. O 0.092

***

2.
Formula: C17H15F9N5O
Source: the OMol25 dataset
Level of theory: ωB97M-V/def2-TZVPD

Computed properties:
- Max |F|: 2.841 eV/A
- Orbital gap: 5.102 eV
- LUMO level: -4.817 eV
- Net charge: +1

Structure (XYZ):
```
47
C17H15F9N5O | the OMol25 dataset | ωB97M-V/def2-TZVPD
C -1.7849 3.1297 -2.0259
C -1.4670 1.8148 -2.7052
C -0.3404 1.8233 -3.7106
N -2.2038 0.7731 -2.4259
N -1.4660 -0.3556 -2.0833
C -1.7359 -1.4891 -2.7355
C -1.0216 -2.6476 -2.4011
C -1.3308 -3.9473 -3.1004
C -0.0351 -2.5300 -1.3960
N 0.7425 -3.6462 -1.0090
C 1.6925 -3.8717 -1.7777
O 2.6684 -4.1505 -2.3089
C 0.1075 -1.2490 -0.8010
C 1.1189 -0.9943 0.3383
F 1.5530 0.2778 0.1417
F 2.1975 -1.7688 0.2465
C 0.4864 -0.9828 1.7628
F 1.3415 -0.3959 2.5956
F -0.5866 -0.1631 1.6870
C 0.0010 -2.3544 2.3218
F 0.2832 -2.3581 3.6346
F 0.6367 -3.3983 1.7892
C -1.5320 -2.6008 2.2210
F -1.9971 -2.4323 0.9741
F -1.7334 -3.8761 2.5463
F -2.2299 -1.8568 3.0487
N -0.6028 -0.1912 -1.1313
H -2.4753 2.9398 -1.2083
H -0.8344 3.5628 -1.7038
H -2.2216 3.8205 -2.7606
H -0.0585 0.8056 -3.9891
H -0.7061 2.3700 -4.5872
H 0.5054 2.3795 -3.2972
H -2.4958 -1.5149 -3.5051
H -0.8752 -4.7816 -2.5682
H -2.4155 -4.1004 -3.0324
H -1.0777 -3.9146 -4.1617
N 1.8967 2.7541 3.2400
C 3.0394 3.2727 3.7871
C 2.7530 4.5310 4.2443
C 1.3824 4.7810 3.9671
C 0.8811 3.6665 3.3499
H 1.8164 1.8464 2.8242
H 3.9535 2.7040 3.8030
H 3.4477 5.1984 4.7257
H 0.8289 5.6763 4.1961
H -0.1060 3.4441 2.9806
```

Listed below, in e, are the Löwdin charges computed for each atom:
1. C 0.003
2. C -0.307
3. C -0.001
4. N 0.140
5. N -0.112
6. C 0.080
7. C -0.122
8. C 0.005
9. C -0.111
10. N 0.195
11. C -0.241
12. O 0.280
13. C -0.050
14. C -0.374
15. F 0.133
16. F 0.174
17. C -0.344
18. F 0.180
19. F 0.150
20. C -0.345
21. F 0.179
22. F 0.173
23. C -0.555
24. F 0.169
25. F 0.195
26. F 0.219
27. N 0.242
28. H 0.089
29. H 0.102
30. H 0.104
31. H 0.079
32. H 0.111
33. H 0.097
34. H 0.163
35. H 0.090
36. H 0.106
37. H 0.107
38. N -0.001
39. C -0.138
40. C -0.106
41. C -0.110
42. C -0.149
43. H 0.108
44. H 0.106
45. H 0.093
46. H 0.092
47. H 0.100

***

3.
Formula: C4H12NO4
Source: the OMol25 dataset
Level of theory: ωB97M-V/def2-TZVPD

Computed properties:
- Max |F|: 5.629 eV/A
- Orbital gap: 8.758 eV
- LUMO level: -3.001 eV
- Energy above the lowest of the compared OMol25 structures with the same formula, charge and spin: 81.7 kcal per mole
- Net charge: +1

Structure (XYZ):
```
21
C4H12NO4 | the OMol25 dataset | ωB97M-V/def2-TZVPD
C 2.2474 -1.0807 0.5862
C 1.2959 -0.7789 -0.6254
C 0.6701 0.5424 -0.6830
C -3.1941 0.0032 0.0894
N 1.7732 1.6215 -0.5174
O -0.0504 0.7129 0.6161
O -4.4638 -0.0478 -0.1521
O -2.6425 0.8463 0.7578
O -2.5094 -1.1125 -0.2009
H 1.9185 -0.6428 1.5124
H 3.2674 -0.6733 0.4644
H 2.4209 -2.2098 0.7007
H 0.4703 -1.4912 -0.4136
H 1.7436 -1.1390 -1.6271
H 2.0800 1.9180 -1.5084
H 2.5312 1.4777 0.1144
H 1.1237 2.5041 -0.3076
H 0.1916 -0.2667 1.0352
H -4.9638 0.7757 0.2528
H -1.0145 0.8240 0.5931
H -2.8951 -1.7832 -0.6868
```

Listed below, in e, are the Löwdin charges computed for each atom:
1. C -0.101
2. C -0.267
3. C -0.297
4. C -0.630
5. N 0.141
6. O 0.052
7. O 0.183
8. O 0.108
9. O 0.185
10. H 0.057
11. H 0.073
12. H 0.116
13. H 0.106
14. H 0.152
15. H 0.193
16. H 0.114
17. H 0.211
18. H 0.216
19. H 0.228
20. H 0.059
21. H 0.101

***

4.
Formula: C4H10N4O
Source: the OMol25 dataset
Level of theory: ωB97M-V/def2-TZVPD

Computed properties:
- Max |F|: 0.572 eV/A
- Orbital gap (spin up / spin down): 7.543 / 7.544 eV
- LUMO level (spin up / spin down): 0.514 / 0.515 eV
- Energy above the lowest of the compared OMol25 structures with the same formula, charge and spin: 192.6 kcal per mole

Structure (XYZ):
```
19
C4H10N4O | the OMol25 dataset | ωB97M-V/def2-TZVPD
C -0.7713 1.8240 0.4007
N 0.6918 -0.3925 1.3347
N 0.8497 -1.0444 0.1066
C -0.9456 0.3436 0.5057
N 2.0863 -1.4895 -0.3255
C -0.2261 -0.6507 -1.9759
C -2.0991 -0.2808 0.7886
O 1.7217 0.6611 1.3319
N -0.0143 -0.4232 -0.7363
H 2.1554 0.5184 2.1806
H 1.9955 -2.3519 -0.8462
H 2.5896 -0.7726 -0.8409
H -1.5339 2.3081 1.0119
H 0.2118 2.1359 0.7507
H -0.8928 2.1619 -0.6316
H 0.3812 -1.3523 -2.5357
H -1.0639 -0.1430 -2.4311
H -2.9487 0.3063 1.1092
H -2.1872 -1.3583 0.8026
```

Listed below, in e, are the Löwdin charges computed for each atom:
1. C -0.058
2. N -0.030
3. N -0.252
4. C -0.340
5. N 0.088
6. C 0.073
7. C -0.032
8. O -0.131
9. N -0.033
10. H 0.072
11. H 0.081
12. H 0.089
13. H 0.085
14. H 0.059
15. H 0.079
16. H 0.078
17. H 0.090
18. H 0.042
19. H 0.042

***

5.
Formula: C25H42N2O10S
Source: the OMol25 dataset
Level of theory: ωB97M-V/def2-TZVPD

Computed properties:
- Max |F|: 0.647 eV/A
- Orbital gap: 8.413 eV
- LUMO level: -0.634 eV

Structure (XYZ):
```
80
C25H42N2O10S | the OMol25 dataset | ωB97M-V/def2-TZVPD
C 3.7106 2.2409 2.7893
O 3.1115 3.4991 2.5989
C 1.9498 3.4430 1.7904
C 2.2695 3.5090 0.3035
C 1.0518 3.2697 -0.5855
C -0.1432 4.2087 -0.3037
C -1.3431 3.4427 0.2633
C -2.3760 4.3363 0.9482
C -3.7076 3.6377 1.2660
C -3.7433 2.9423 2.6263
C -2.8150 1.7252 2.8133
C -2.7913 0.7293 1.6852
C -3.8886 0.3495 0.9796
C -3.8309 -0.5985 -0.0906
C -2.6777 -1.1824 -0.4762
C -1.5054 -0.8448 0.2418
N -0.2747 -1.3278 0.0400
S 0.6726 -0.6254 1.1288
N -0.3829 0.2910 1.9038
C -1.5697 0.0947 1.3200
H 4.7040 2.3989 3.2027
H 3.1359 1.6297 3.4957
H 3.8079 1.6787 1.8552
H 1.3887 2.5245 2.0036
H 1.3222 4.2827 2.0897
H 3.0206 2.7452 0.0824
H 2.7380 4.4689 0.0726
H 1.3594 3.3627 -1.6280
H 0.7249 2.2308 -0.4663
H -0.4515 4.6567 -1.2492
H 0.1490 4.9963 0.3904
H -1.8265 2.8878 -0.5437
H -0.9570 2.7383 1.0007
H -2.5926 5.1751 0.2790
H -1.9393 4.7648 1.8541
H -3.9476 2.9539 0.4514
H -4.4961 4.3941 1.2653
H -4.7625 2.6668 2.9046
H -3.4353 3.6909 3.3613
H -3.1495 1.1808 3.7022
H -1.7956 2.0382 3.0357
H -4.8498 0.7825 1.2246
H -4.7491 -0.8433 -0.6069
H -2.6370 -1.8879 -1.2933
C 6.2468 -5.3130 1.1939
O 4.9726 -5.4807 0.5663
C 4.2126 -4.3872 0.5704
O 4.5142 -3.3218 1.0425
O 3.0628 -4.6727 -0.0366
C 2.1504 -3.5724 -0.0991
H 6.7450 -6.2742 1.1138
H 6.8282 -4.5485 0.6823
H 6.1255 -5.0425 2.2408
H 2.5861 -2.7447 -0.6567
H 1.8843 -3.2495 0.9045
H 1.2645 -3.9323 -0.6114
C -4.6924 -8.0699 0.5146
O -3.7902 -7.2884 1.3023
C -3.9074 -5.9735 1.1259
O -4.6842 -5.4288 0.3854
O -3.0185 -5.3658 1.9086
C -3.0418 -3.9385 1.8190
H -4.4811 -9.1055 0.7626
H -5.7243 -7.8305 0.7634
H -4.5215 -7.8988 -0.5463
H -4.0113 -3.5497 2.1256
H -2.8186 -3.6130 0.8059
H -2.2714 -3.5805 2.4963
C 2.6940 3.9084 -7.1562
O 3.0770 2.5513 -6.9168
C 2.8267 2.1225 -5.6813
O 2.3244 2.7676 -4.7989
O 3.2270 0.8559 -5.5877
C 3.0158 0.2680 -4.3004
H 2.9561 4.1121 -8.1898
H 1.6229 4.0352 -7.0116
H 3.2358 4.5816 -6.4949
H 1.9567 0.2624 -4.0503
H 3.5702 0.8099 -3.5365
H 3.3853 -0.7501 -4.3757
```

Listed below, in e, are the Löwdin charges computed for each atom:
1. C -0.118
2. O -0.182
3. C -0.239
4. C -0.179
5. C -0.193
6. C -0.192
7. C -0.215
8. C -0.198
9. C -0.208
10. C -0.195
11. C -0.137
12. C -0.180
13. C -0.025
14. C -0.058
15. C -0.045
16. C -0.358
17. N -0.206
18. S 1.003
19. N -0.217
20. C -0.321
21. H 0.087
22. H 0.087
23. H 0.079
24. H 0.101
25. H 0.120
26. H 0.105
27. H 0.121
28. H 0.104
29. H 0.092
30. H 0.110
31. H 0.104
32. H 0.124
33. H 0.078
34. H 0.111
35. H 0.115
36. H 0.096
37. H 0.107
38. H 0.104
39. H 0.109
40. H 0.124
41. H 0.103
42. H 0.119
43. H 0.110
44. H 0.118
45. C -0.038
46. O 0.005
47. C -0.626
48. O 0.120
49. O 0.009
50. C -0.068
51. H 0.093
52. H 0.097
53. H 0.097
54. H 0.093
55. H 0.062
56. H 0.091
57. C -0.039
58. O 0.005
59. C -0.626
60. O 0.122
61. O 0.009
62. C -0.034
63. H 0.093
64. H 0.097
65. H 0.097
66. H 0.101
67. H 0.079
68. H 0.097
69. C -0.038
70. O 0.006
71. C -0.628
72. O 0.118
73. O 0.005
74. C -0.037
75. H 0.093
76. H 0.097
77. H 0.097
78. H 0.097
79. H 0.096
80. H 0.093

***

6.
Formula: C4H9NO2
Source: the OMol25 dataset
Level of theory: ωB97M-V/def2-TZVPD

Computed properties:
- Max |F|: 0.854 eV/A
- Orbital gap: 10.319 eV
- LUMO level: 0.683 eV
- Energy above the lowest of the compared OMol25 structures with the same formula, charge and spin: 21.0 kcal per mole
- SMILES: CN[C@H](C)C(=O)O

Structure (XYZ):
```
16
C4H9NO2 | the OMol25 dataset | ωB97M-V/def2-TZVPD
C -1.6172 0.8781 -1.2122
N -0.4293 0.0439 -1.3873
C -0.0505 -0.6992 -0.1887
C -1.1679 -1.1386 0.7675
C 1.0066 0.0994 0.6124
O 1.5196 -0.3437 1.6006
O 1.3008 1.2955 0.1060
H -1.5849 1.7541 -1.8606
H -1.6591 1.2326 -0.1922
H -2.5248 0.3108 -1.4096
H -0.6287 -0.6528 -2.1018
H 0.5339 -1.5608 -0.4951
H -2.0193 -1.5823 0.2475
H -0.7427 -1.9426 1.3703
H -1.5031 -0.3255 1.3999
H 0.8931 1.3180 -0.7816
```

Listed below, in e, are the Löwdin charges computed for each atom:
1. C -0.109
2. N -0.105
3. C -0.313
4. C -0.045
5. C -0.513
6. O 0.112
7. O 0.118
8. H 0.082
9. H 0.079
10. H 0.082
11. H 0.119
12. H 0.149
13. H 0.082
14. H 0.086
15. H 0.082
16. H 0.094

***

7.
Formula: C13H48N23O10S
Source: the OMol25 dataset
Level of theory: ωB97M-V/def2-TZVPD

Computed properties:
- Max |F|: 6.634 eV/A
- Orbital gap: 5.853 eV
- LUMO level: -5.031 eV
- Net charge: +1

Structure (XYZ):
```
95
C13H48N23O10S | the OMol25 dataset | ωB97M-V/def2-TZVPD
S 3.8893 -1.8463 0.7110
N 2.6568 -1.4401 -0.5080
C 1.3544 -1.4691 -0.0736
N 0.6895 -2.8110 0.1417
C -0.8371 -2.7280 0.3236
C -0.9748 -1.0863 0.0345
N 0.3675 -0.3809 0.2864
H 5.0803 -1.1457 0.4259
H 2.9595 -1.2359 -1.5065
H 0.9595 -3.5691 -0.5530
H -0.9386 -3.0071 1.4712
H -1.4595 -3.3841 -0.4477
H -1.3742 -0.7769 -1.0361
H -1.7619 -0.5892 0.7736
H 0.4856 0.5599 -0.1490
C 3.0974 -6.9775 0.5729
O 3.0012 -8.1938 0.5295
N 3.3880 -6.2319 -0.5084
N 2.9213 -6.2740 1.7059
H 3.4714 -5.2294 -0.4924
H 3.5284 -6.7224 -1.3819
H 2.7008 -6.7971 2.5432
H 2.9963 -5.2724 1.7614
C -0.0835 3.4254 -1.2925
O 0.1016 2.2264 -1.4287
N -0.1845 4.0134 -0.0868
N -0.2031 4.2661 -2.3359
H -0.3368 4.9990 0.0455
H -0.1003 3.4162 0.7253
H -0.1330 3.8640 -3.2616
H -0.3557 5.2561 -2.2438
C 3.5661 4.2821 -0.7285
O 3.1601 4.5801 -1.8406
N 4.8546 4.4137 -0.3652
N 2.7613 3.7955 0.2333
H 5.2078 4.1738 0.5457
H 5.4943 4.7767 -1.0599
H 1.7834 3.6809 0.0011
H 3.0770 3.5445 1.1549
C 4.4261 -7.5152 4.9603
O 3.2174 -7.4833 5.1292
N 4.9883 -7.8934 3.7982
N 5.3040 -7.1750 5.9211
H 5.9813 -7.9261 3.6401
H 4.3628 -8.1578 3.0485
H 4.9222 -6.8841 6.8117
H 6.3025 -7.1948 5.8010
C 4.9129 -1.3172 5.3719
O 4.8534 -0.8479 6.4974
N 5.3759 -2.5556 5.1238
N 4.5208 -0.6378 4.2790
H 5.4325 -2.9593 4.2040
H 5.6815 -3.1010 5.9191
H 4.1656 0.2986 4.4217
H 4.5621 -1.0073 3.3443
C -4.2096 0.8658 -2.5596
O -5.2664 0.3333 -2.2597
N -3.1799 0.9734 -1.7007
N -3.9800 1.3926 -3.7759
H -2.3020 1.4084 -1.9292
H -3.3111 0.5896 -0.7739
H -4.7296 1.3326 -4.4527
H -3.1165 1.8350 -4.0416
C -2.6685 6.5439 -3.1564
O -1.7293 6.5775 -2.3773
N -3.3717 5.4233 -3.4000
N -3.0846 7.6245 -3.8412
H -4.1482 5.3759 -4.0379
H -3.0912 4.5868 -2.9050
H -2.5822 8.4890 -3.6869
H -3.8559 7.6165 -4.4869
C -6.3924 8.2050 -2.2752
O -5.7455 8.8085 -3.1165
N -7.6160 8.5986 -1.8783
N -5.9396 7.0924 -1.6697
H -8.1640 8.1149 -1.1871
H -7.9941 9.4321 -2.3093
H -5.0224 6.7619 -1.9398
H -6.4576 6.5817 -0.9748
C -7.0359 5.6186 1.5898
O -7.4419 5.9166 0.4776
N -5.7474 5.7502 1.9530
N -7.8407 5.1319 2.5516
H -5.3942 5.5102 2.8640
H -5.1078 6.1131 1.2584
H -8.8187 5.0173 2.3194
H -7.5250 4.8810 3.4732
C 2.5602 -10.0614 -2.9595
O 2.9826 -8.9520 -3.2448
N 1.9585 -10.3312 -1.7871
N 2.6587 -11.1134 -3.7921
H 1.6042 -11.2382 -1.5341
H 1.8639 -9.5667 -1.1313
H 3.1053 -10.9533 -4.6857
H 2.3170 -12.0343 -3.5750
```

Listed below, in e, are the Löwdin charges computed for each atom:
1. S 0.744
2. N -0.345
3. C -0.251
4. N 0.041
5. C -0.092
6. C -0.147
7. N 0.109
8. H -0.082
9. H 0.157
10. H 0.157
11. H 0.147
12. H 0.158
13. H 0.126
14. H 0.138
15. H 0.101
16. C -0.711
17. O 0.031
18. N 0.161
19. N 0.161
20. H 0.075
21. H 0.109
22. H 0.093
23. H 0.085
24. C -0.719
25. O -0.020
26. N 0.156
27. N 0.198
28. H 0.126
29. H 0.116
30. H 0.126
31. H 0.068
32. C -0.716
33. O 0.031
34. N 0.151
35. N 0.155
36. H 0.097
37. H 0.116
38. H 0.042
39. H 0.098
40. C -0.724
41. O 0.019
42. N 0.158
43. N 0.150
44. H 0.103
45. H 0.089
46. H 0.114
47. H 0.098
48. C -0.721
49. O 0.036
50. N 0.152
51. N 0.144
52. H 0.091
53. H 0.115
54. H 0.112
55. H 0.029
56. C -0.719
57. O 0.035
58. N 0.149
59. N 0.155
60. H 0.071
61. H 0.095
62. H 0.118
63. H 0.094
64. C -0.711
65. O -0.007
66. N 0.159
67. N 0.180
68. H 0.110
69. H 0.094
70. H 0.125
71. H 0.102
72. C -0.715
73. O 0.001
74. N 0.162
75. N 0.166
76. H 0.095
77. H 0.112
78. H 0.074
79. H 0.039
80. C -0.689
81. O 0.012
82. N 0.161
83. N 0.162
84. H 0.102
85. H 0.110
86. H 0.119
87. H 0.104
88. C -0.722
89. O 0.004
90. N 0.159
91. N 0.149
92. H 0.101
93. H 0.083
94. H 0.112
95. H 0.099

***

8.
Formula: C2H6NOS
Source: the OMol25 dataset
Level of theory: ωB97M-V/def2-TZVPD

Computed properties:
- Max |F|: 4.797 eV/A
- Orbital gap (spin up / spin down): 8.394 / 8.393 eV
- LUMO level (spin up / spin down): -6.640 / -6.641 eV
- Energy above the lowest of the compared OMol25 structures with the same formula, charge and spin: 116.9 kcal per mole
- Net charge: +1

Structure (XYZ):
```
11
C2H6NOS | the OMol25 dataset | ωB97M-V/def2-TZVPD
C 1.2561 -0.3451 -0.0358
C -1.0225 0.3172 -0.0577
N 0.3868 0.5691 0.0453
O 0.6467 1.9131 0.0972
S 2.9504 -0.1206 -0.1225
H 0.2662 -1.9871 -0.3312
H -1.1986 -0.8030 -0.3702
H -1.4270 0.9177 -0.8630
H -1.5737 0.6214 0.9373
H 1.4026 2.1122 -0.3435
H 3.4959 -1.4311 0.0818
```

Listed below, in e, are the Löwdin charges computed for each atom:
1. C -0.457
2. C -0.018
3. N -0.295
4. O 0.130
5. S 0.879
6. H 0.350
7. H 0.100
8. H 0.103
9. H 0.159
10. H 0.059
11. H -0.009